[1]
Here is a cluster of 11 separate species, C52H122N4O11 in total in a non-equilibrium geometry from the OMol25 dataset. Energies are from ωB97M-V/def2-TZVPD.

ORCA input file:
```
! RIJCOSX wB97M-V def2-TZVPD def2/J DEFGRID3
* xyz 0 1
C 2.688 3.631 4.496
C 1.204 3.151 4.195
C 0.869 2.051 5.203
C 0.265 4.294 4.461
C 0.521 5.386 3.428
C 0.221 4.780 2.051
C 1.081 3.645 1.682
C 0.431 2.874 0.502
C 2.510 4.152 1.244
N 0.966 2.661 2.821
O 1.753 1.485 2.633
H 3.039 4.525 4.014
H 2.762 3.823 5.562
H 3.384 2.816 4.229
H 0.678 2.524 6.180
H 0.003 1.535 4.890
H 1.646 1.282 5.255
H -0.736 3.958 4.442
H 0.480 4.751 5.408
H -0.223 6.211 3.547
H 1.617 5.718 3.396
H 0.204 5.515 1.234
H -0.790 4.323 2.022
H 1.146 2.265 -0.054
H 0.160 3.700 -0.238
H -0.418 2.266 0.839
H 2.493 4.457 0.230
H 3.210 3.314 1.324
H 2.955 5.020 1.782
H 1.079 0.823 2.795
C 8.118 -1.573 -1.558
C 7.023 -2.592 -1.643
C 6.910 -3.261 -3.024
C 7.278 -3.653 -0.609
C 7.068 -3.184 0.811
C 5.629 -2.815 1.004
C 5.202 -1.691 0.004
C 3.706 -1.670 -0.077
C 5.746 -0.387 0.515
N 5.738 -2.002 -1.294
O 5.534 -0.892 -2.224
H 7.777 -0.758 -2.235
H 8.233 -1.248 -0.473
H 9.089 -1.879 -1.943
H 6.500 -2.565 -3.734
H 7.807 -3.771 -3.403
H 6.134 -3.996 -2.994
H 6.566 -4.529 -0.761
H 8.295 -4.049 -0.827
H 7.255 -3.991 1.570
H 7.792 -2.424 1.127
H 5.381 -2.511 2.028
H 5.020 -3.737 0.737
H 3.316 -1.755 0.914
H 3.344 -2.465 -0.659
H 3.330 -0.753 -0.454
H 5.442 0.422 -0.207
H 6.912 -0.420 0.514
H 5.394 -0.081 1.483
H 4.754 -1.301 -2.756
C -3.793 -3.582 3.843
C -4.000 -2.095 3.716
C -3.610 -1.540 2.349
C -5.418 -1.812 3.911
C -5.798 -0.296 4.118
C -4.940 0.236 5.269
C -3.424 -0.043 5.143
C -2.858 1.025 4.247
C -2.687 0.100 6.524
N -3.230 -1.444 4.764
O -1.799 -1.663 4.673
H -4.527 -4.250 3.336
H -2.880 -3.917 3.417
H -3.800 -3.893 4.869
H -4.118 -0.668 2.003
H -2.530 -1.499 2.135
H -3.817 -2.247 1.524
H -5.961 -2.321 3.148
H -5.753 -2.256 4.818
H -5.618 0.172 3.188
H -6.823 -0.113 4.299
H -5.310 -0.204 6.229
H -5.086 1.309 5.438
H -1.887 0.749 3.938
H -2.711 2.030 4.749
H -3.482 1.141 3.398
H -2.792 1.157 6.860
H -1.564 -0.061 6.364
H -3.136 -0.554 7.256
H -1.653 -2.276 5.395
C -4.518 3.397 1.705
C -4.927 4.216 0.459
C -5.236 5.650 0.886
C -3.676 4.324 -0.483
C -3.418 3.087 -1.283
C -4.650 2.586 -1.940
C -5.901 2.422 -1.018
C -7.091 2.135 -1.946
C -5.673 1.171 -0.130
N -6.108 3.706 -0.264
O -7.117 3.405 0.693
H -5.408 3.180 2.264
H -3.923 2.504 1.519
H -3.900 4.104 2.323
H -5.752 5.739 1.849
H -4.325 6.303 0.986
H -5.936 6.049 0.138
H -3.783 5.219 -1.138
H -2.826 4.553 0.116
H -2.652 3.248 -2.011
H -3.008 2.356 -0.629
H -4.291 1.629 -2.388
H -4.914 3.277 -2.774
H -6.857 1.333 -2.645
H -7.517 2.938 -2.522
H -7.844 1.646 -1.330
H -6.123 1.319 0.878
H -4.589 0.945 -0.034
H -6.231 0.329 -0.602
H -7.836 3.959 0.388
C 4.524 3.262 -2.363
C 3.600 2.238 -2.924
C 3.969 1.770 -4.335
O 3.346 1.130 -1.963
H 5.551 2.891 -2.311
H 4.146 3.519 -1.392
H 4.549 4.138 -3.043
H 2.640 2.631 -3.014
H 3.276 1.163 -4.871
H 4.946 1.271 -4.222
H 4.274 2.675 -4.878
H 4.191 0.625 -1.922
C -0.800 0.080 -0.904
C -0.828 -1.006 -2.042
C 0.418 -0.816 -2.895
O -0.644 -2.332 -1.442
H -1.740 0.252 -0.338
H -0.543 1.090 -1.242
H -0.088 -0.235 -0.145
H -1.710 -1.021 -2.716
H 0.425 -1.464 -3.778
H 1.291 -1.034 -2.328
H 0.463 0.223 -3.238
H -1.469 -2.845 -1.550
C 2.649 -5.735 -2.101
C 1.584 -4.747 -1.697
O 1.568 -3.682 -2.653
H 3.658 -5.239 -2.131
H 2.504 -6.162 -3.126
H 2.720 -6.629 -1.403
H 1.924 -4.352 -0.690
H 0.621 -5.211 -1.652
H 0.750 -3.185 -2.423
C 0.628 -3.083 2.372
C 1.017 -1.837 3.272
O 0.243 -0.729 2.866
H -0.406 -3.355 2.601
H 1.249 -3.924 2.631
H 0.751 -2.815 1.314
H 2.063 -1.615 3.083
H 0.801 -2.060 4.352
H -0.628 -0.835 3.290
C 4.491 -2.389 -6.280
C 3.329 -2.591 -5.227
O 3.248 -1.483 -4.316
H 5.360 -2.065 -5.707
H 4.208 -1.532 -6.877
H 4.643 -3.357 -6.818
H 3.642 -3.566 -4.700
H 2.417 -2.768 -5.782
H 2.541 -1.763 -3.707
C -5.137 -1.838 -2.134
C -4.559 -2.524 -3.397
O -3.437 -3.294 -3.018
H -6.050 -1.284 -2.412
H -4.378 -1.077 -1.924
H -5.244 -2.572 -1.310
H -4.247 -1.742 -4.137
H -5.418 -3.106 -3.891
H -3.085 -3.736 -3.770
C -0.429 -1.894 -7.626
C -1.278 -2.328 -6.418
O -2.705 -2.549 -6.787
H -0.785 -0.880 -7.937
H -0.570 -2.589 -8.487
H 0.627 -1.846 -7.337
H -1.305 -1.512 -5.725
H -0.936 -3.247 -6.027
H -2.884 -2.801 -7.695
*
```

Its SMILES is CC1(C)CCCC(C)(C)N1O.CC1(C)CCCC(C)(C)N1O.CC1(C)CCCC(C)(C)N1O.CC1(C)CCCC(C)(C)N1O.CC(C)O.CC(C)O.CCO.CCO.CCO.CCO.CCO. The calculation puts the max |F| at 0.06605 Eh/bohr. Its frontier orbital gap is 8.47 eV.

***

[2]
Here is a structure of composition C4H6O2 in a non-equilibrium geometry from the OMol25 dataset. Energies are from ωB97M-V/def2-TZVPD.

ORCA input file:
```
! RIJCOSX wB97M-V def2-TZVPD def2/J DEFGRID3
* xyz 0 1
O -0.773 1.691 0.487
C -0.304 0.425 0.192
C 0.222 -0.640 1.077
C 1.014 -0.101 -0.165
O 0.666 -0.740 -1.346
C -0.664 -0.199 -1.174
H -0.789 1.776 1.445
H 1.185 -0.611 1.555
H -0.245 -1.621 1.053
H 1.962 0.421 -0.031
H -1.444 -0.960 -1.255
H -0.794 0.592 -1.914
*
```

The calculation puts the max |F| at 0.04230 Eh/bohr. Its frontier orbital gap is 9.92 eV.

***

[3]
Here is an isolated molecule of C3H5N3OS in a non-equilibrium geometry from the OMol25 dataset. Energies are from ωB97M-V/def2-TZVPD.

ORCA input file:
```
! RIJCOSX wB97M-V def2-TZVPD def2/J DEFGRID3
* xyz 0 1
C -0.702 -0.036 0.316
C 1.543 -0.441 0.652
C -0.865 0.204 -1.210
H -2.193 -0.199 1.983
H -2.676 0.347 0.303
H 2.405 -0.965 1.225
H 3.077 0.267 -0.461
H 1.323 0.493 -1.077
N -1.864 0.129 0.971
N 0.275 -0.706 1.041
N 2.138 0.393 -0.248
O 0.095 0.481 -1.933
S -2.556 0.033 -1.562
*
```

The calculation puts the max |F| at 0.12677 Eh/bohr. Its frontier orbital gap is 7.49 eV.

***

[4]
Here is an isolated molecule of C4H11NO in a non-equilibrium geometry from the OMol25 dataset. Energies are from ωB97M-V/def2-TZVPD.

ORCA input file:
```
! RIJCOSX wB97M-V def2-TZVPD def2/J DEFGRID3
* xyz 0 1
C 0.785 1.751 -1.362
C -0.604 1.230 -1.043
O -0.631 0.038 -0.297
C -0.307 0.026 1.129
N 0.234 -1.223 1.513
C -0.034 -2.382 0.671
H 1.381 2.064 -0.502
H 0.743 2.628 -2.006
H 1.276 0.898 -1.833
H -1.168 1.976 -0.458
H -1.187 0.989 -1.930
H -1.312 0.203 1.524
H 0.303 0.926 1.220
H 1.109 -1.196 2.002
H -0.938 -2.155 0.107
H -0.455 -3.205 1.255
H 0.805 -2.568 0.010
*
```

Its SMILES is CCOCNC. The calculation puts the max |F| at 0.05197 Eh/bohr. Its frontier orbital gap is 9.66 eV.

***

[5]
Here is a cluster of 16 separate species, C15H64ClN30O19P2S in total in a non-equilibrium geometry from the OMol25 dataset. Energies are from ωB97M-V/def2-TZVPD.

ORCA input file:
```
! RIJCOSX wB97M-V def2-TZVPD def2/J DEFGRID3
* xyz 1 1
O 7.393 0.130 4.000
P 6.242 -0.333 3.178
S 4.550 -0.502 4.683
Cl 4.756 -2.340 5.379
P 2.727 -0.352 3.449
O 3.269 -0.144 2.071
O 1.865 -1.670 3.601
O 1.999 0.829 4.164
H 6.205 -1.649 2.702
H 5.588 0.532 2.298
H 1.808 -2.169 4.424
H 2.587 1.442 4.642
C 2.551 -2.260 -1.412
O 2.240 -2.464 -2.583
N 2.861 -3.282 -0.565
N 2.562 -1.022 -0.869
H 3.081 -3.151 0.403
H 2.800 -4.221 -0.917
H 2.308 -0.243 -1.449
H 2.788 -0.867 0.097
C -1.576 -2.779 -3.811
O -2.564 -3.428 -4.155
N -1.628 -1.437 -3.610
N -0.357 -3.334 -3.598
H -0.824 -0.907 -3.331
H -2.483 -0.945 -3.792
H -0.252 -4.320 -3.738
H 0.441 -2.793 -3.300
C -3.707 0.827 -2.040
O -2.711 0.617 -1.344
N -4.450 -0.162 -2.587
N -4.092 2.100 -2.345
H -5.267 -0.027 -3.158
H -4.201 -1.111 -2.382
H -3.566 2.856 -1.949
H -4.899 2.304 -2.909
C 2.221 3.881 2.659
O 3.247 3.694 3.327
N 1.782 2.877 1.858
N 1.514 5.029 2.747
H 0.947 2.837 1.304
H 2.392 2.084 1.906
H 1.864 5.730 3.372
H 0.668 5.212 2.241
C 5.098 1.635 7.612
O 4.079 1.561 6.923
N 5.038 1.848 8.952
N 6.351 1.514 7.093
H 5.851 1.932 9.534
H 4.134 1.927 9.375
H 6.474 1.429 6.102
H 7.177 1.592 7.657
C 0.309 8.141 5.437
O 0.231 8.449 4.257
N -0.699 8.366 6.324
N 1.424 7.547 5.965
H -0.643 8.121 7.294
H -1.523 8.821 5.977
H 2.201 7.401 5.351
H 1.517 7.294 6.934
C 2.057 11.017 2.028
O 1.599 11.612 2.984
N 2.894 11.630 1.126
N 1.790 9.701 1.764
H 3.283 11.167 0.328
H 3.109 12.595 1.288
H 1.185 9.205 2.400
H 2.177 9.225 0.973
C -6.450 -3.286 -2.837
O -6.522 -2.092 -3.101
N -5.262 -3.959 -2.857
N -7.548 -4.034 -2.522
H -5.169 -4.932 -2.632
H -4.437 -3.449 -3.136
H -8.439 -3.574 -2.511
H -7.501 -5.011 -2.305
C -0.545 -0.473 1.430
O 0.414 0.237 1.768
N -1.376 -0.190 0.415
N -0.798 -1.624 2.133
H -2.154 -0.776 0.177
H -1.269 0.660 -0.108
H -0.138 -1.736 2.874
H -1.549 -2.264 1.966
C 0.432 -6.108 -0.260
O 1.424 -6.080 0.465
N -0.120 -7.247 -0.742
N -0.198 -4.957 -0.653
H -0.936 -7.248 -1.337
H 0.309 -8.116 -0.490
H 0.189 -4.089 -0.332
H -0.996 -4.943 -1.260
C -3.021 1.488 -6.187
O -4.234 1.631 -6.198
N -2.317 1.523 -5.014
N -2.294 1.289 -7.324
H -1.324 1.410 -4.944
H -2.886 1.661 -4.199
H -2.798 1.260 -8.190
H -1.300 1.166 -7.326
C -2.381 -8.919 -3.504
O -2.223 -8.085 -2.619
N -2.772 -8.568 -4.759
N -2.181 -10.249 -3.288
H -2.915 -9.229 -5.498
H -2.924 -7.593 -4.938
H -1.906 -10.534 -2.368
H -2.309 -10.945 -3.997
C -6.907 -5.407 -7.192
O -7.315 -5.900 -8.227
N -5.662 -5.689 -6.684
N -7.634 -4.523 -6.446
H -5.291 -5.254 -5.859
H -5.089 -6.311 -7.219
H -8.539 -4.256 -6.783
H -7.287 -4.131 -5.592
C 1.739 5.291 8.164
O 1.296 6.415 7.993
N 1.765 4.698 9.399
N 2.232 4.543 7.134
H 2.098 3.768 9.553
H 1.402 5.227 10.169
H 2.197 4.970 6.228
H 2.602 3.612 7.209
C 3.381 -0.641 -5.703
O 2.805 0.186 -5.011
N 4.194 -0.271 -6.742
N 3.259 -1.984 -5.500
H 4.673 -0.928 -7.327
H 4.298 0.710 -6.917
H 2.689 -2.271 -4.721
H 3.730 -2.669 -6.057
*
```

The calculation puts the max |F| at 0.06333 Eh/bohr. Its frontier orbital gap is 5.20 eV.